Record 1
Formula: C5H6O2
Source: OMol25
Level of theory: ωB97M-V with the def2-TZVPD basis set

## Properties
Energy, eV: -9373.756
Net charge: 0
Energy relative to the best compared isomer or geometry (same formula, charge and spin), kJ/mol: 322.24
M, g/mol: 98.1
Multiplicity: 1
E_LUMO, eV: -0.7

Each line ends with the Mulliken charge.
CARTESIAN COORDINATES (ANGSTROEM)
C  -1.73  -0.02  -0.25  -1.165
C  -0.53  -0.14  0.71  0.399
O  0.35  -1.23  0.28  -0.368
C  1.58  -0.69  0.08  0.491
O  2.61  -1.28  0.19  -0.528
C  1.33  0.76  -0.26  -0.292
C  0.23  1.15  0.66  -0.433
H  -2.38  -0.89  -0.12  0.313
H  -2.32  0.90  -0.12  0.362
H  -1.36  -0.04  -1.29  0.315
H  -0.86  -0.42  1.72  0.333
H  2.21  1.37  -0.47  0.380
H  0.71  0.71  -1.19  0.193

Record 2
Formula: C3H10N2O
Source: OMol25
Level of theory: ωB97M-V with the def2-TZVPD basis set

## Properties
Energy, eV: -8299.983
Net charge: 0
SMILES: NCC(O)CN
Energy relative to the best compared isomer or geometry (same formula, charge and spin), kJ/mol: 146.72
M, g/mol: 90.1
Multiplicity: 1
E_LUMO, eV: 1.0

Each line ends with the Mulliken charge.
CARTESIAN COORDINATES (ANGSTROEM)
N  0.58  1.05  1.72  -0.558
C  0.16  1.27  0.29  -0.639
C  0.33  0.02  -0.62  0.232
O  0.45  0.34  -1.98  -0.544
C  -0.78  -1.05  -0.40  -0.971
N  -0.75  -1.73  0.85  -0.546
H  0.69  2.00  2.21  0.253
H  1.56  0.61  1.74  0.236
H  -0.91  1.57  0.29  0.278
H  0.70  2.10  -0.23  0.318
H  1.24  -0.47  -0.29  0.294
H  -0.48  0.47  -2.26  0.353
H  -1.80  -0.54  -0.60  0.377
H  -0.75  -1.76  -1.22  0.358
H  -1.05  -1.13  1.70  0.304
H  0.15  -2.13  0.94  0.256

Record 3
Formula: C2H3NO2
Source: OMol25
Level of theory: ωB97M-V with the def2-TZVPD basis set

## Properties
Energy, eV: -7707.168
Net charge: 0
SMILES: NC(=O)C=O
Energy relative to the best compared isomer or geometry (same formula, charge and spin), kJ/mol: 65.17
M, g/mol: 73.1
Multiplicity: 1
E_LUMO, eV: 0.1

Each line ends with the Mulliken charge.
CARTESIAN COORDINATES (ANGSTROEM)
N  -0.02  -0.44  -0.81  -0.379
C  0.57  0.51  -0.15  0.413
O  1.27  1.39  -0.55  -0.557
C  0.31  0.43  1.43  0.107
O  -0.53  -0.28  1.95  -0.496
H  -0.86  -0.92  -0.42  0.270
H  0.15  -0.40  -1.82  0.252
H  0.95  1.18  1.77  0.391

Repeat the third record exactly.
Formula: C2H3NO2
Source: OMol25
Level of theory: ωB97M-V with the def2-TZVPD basis set

## Properties
Energy, eV: -7707.168
Net charge: 0
SMILES: NC(=O)C=O
Energy relative to the best compared isomer or geometry (same formula, charge and spin), kJ/mol: 65.17
M, g/mol: 73.1
Multiplicity: 1
E_LUMO, eV: 0.1

Each line ends with the Mulliken charge.
CARTESIAN COORDINATES (ANGSTROEM)
N  -0.02  -0.44  -0.81  -0.379
C  0.57  0.51  -0.15  0.413
O  1.27  1.39  -0.55  -0.557
C  0.31  0.43  1.43  0.107
O  -0.53  -0.28  1.95  -0.496
H  -0.86  -0.92  -0.42  0.270
H  0.15  -0.40  -1.82  0.252
H  0.95  1.18  1.77  0.391